Record 1
ORCA calculation (ωB97M-V/def2-TZVPD) on a molecular structure, C4H10AgClFO2 at a distorted geometry.

XYZ file:
```
19
Properties=species:S:1:pos:R:3:forces:R:3
Ag 15.0020 -2.9301 -5.6147 2.308 0.557 -1.381
F 15.8786 -2.0503 -7.7222 -0.917 -0.419 1.013
Cl 17.6396 -2.8392 -4.4665 -0.863 -0.192 0.086
C 16.5531 -6.4918 -4.9095 0.995 -1.256 -1.512
O 15.4591 -6.0613 -5.7191 -0.897 -0.955 0.728
C 14.1716 -6.7039 -5.4615 1.114 1.252 1.428
C 13.5541 -5.8319 -4.3288 0.399 -0.131 -1.050
O 13.4478 -4.5329 -4.9025 -1.762 0.538 1.719
C 12.7579 -3.6557 -3.9755 0.544 0.346 -0.087
H 16.7869 -7.5239 -5.1705 -0.317 -0.660 -0.120
H 16.5662 -6.5247 -3.8201 -0.818 0.990 0.112
H 17.4454 -6.0095 -5.3087 -0.305 0.768 0.474
H 14.2239 -7.7350 -5.1119 0.516 -0.209 0.030
H 13.6306 -6.7216 -6.4076 -0.164 0.470 0.201
H 14.1952 -5.7788 -3.4489 0.690 -0.095 -0.152
H 12.6163 -6.1514 -3.8742 -0.596 -0.227 -0.652
H 11.7035 -3.8690 -3.8004 -0.201 -0.344 -0.606
H 12.8852 -2.6350 -4.3363 -0.282 -0.037 -0.253
H 13.1863 -3.6376 -2.9734 0.559 -0.396 0.023
```
Forces are in eV/Å.

Charge: -1
Total energy in eV: -27643.65489

---

Record 2
ORCA calculation (ωB97M-V/def2-TZVPD) on 2 unconnected molecules or ions with the total composition C4H10BN at a distorted geometry.

XYZ file:
```
16
Properties=species:S:1:pos:R:3:forces:R:3
B 1.5036 -0.8615 -0.5640 0.639 0.574 0.829
C 1.7066 0.2262 0.5919 0.017 -0.112 0.063
C 0.2702 0.7113 0.8798 0.117 -0.061 -0.211
C -0.5756 0.3798 -0.3784 -0.650 0.527 0.332
C -1.9788 -0.0948 -0.0130 0.291 0.071 -0.181
N 0.2375 -0.6254 -0.9852 -2.307 -3.218 -4.467
H 2.2467 -1.6496 -0.9883 0.356 -0.426 -0.278
H 2.1905 -0.1399 1.4968 0.100 -0.017 -0.013
H 2.3190 1.0457 0.2107 0.134 0.035 -0.048
H -0.1330 0.1438 1.7197 -0.078 0.026 0.024
H 0.2209 1.7715 1.1245 -0.098 0.012 0.032
H -0.6523 1.2575 -1.0394 0.022 -0.123 0.114
H -2.4835 0.6630 0.5825 -0.075 0.073 0.023
H -1.9171 -1.0127 0.5696 0.006 -0.058 0.040
H -2.5684 -0.2861 -0.9069 -0.093 -0.037 -0.073
H -0.3862 -1.5289 -2.3003 1.617 2.735 3.814
```
Forces are in eV/Å.

Energy relative to the best compared isomer or geometry (same formula, charge and spin) in kJ/mol: 269.2

---

Record 3
ORCA calculation (ωB97M-V/def2-TZVPD) on a gas-phase ion, C4H10BN4O2 (charge +1) at a distorted geometry.

XYZ file:
```
21
Properties=species:S:1:pos:R:3:forces:R:3
C 3.8490 -0.4019 -0.1923 -0.650 0.192 0.132
C 2.2059 -0.6660 -0.2437 2.217 -1.524 -0.586
O 1.6066 0.5954 -0.7057 -3.475 0.369 3.193
B 0.5803 1.0994 0.2498 3.124 -0.614 0.543
O 0.8896 1.4422 1.6831 -0.277 0.986 -4.405
N -0.8315 1.2945 -0.3542 -0.892 -0.679 0.557
C -1.8545 0.4226 -0.0736 -1.714 -0.285 -0.306
N -1.7481 -0.7726 0.8636 -7.059 2.155 -4.159
C -3.1960 -1.2852 0.7204 1.679 4.047 -2.630
N -4.0029 -0.4335 -0.2520 2.169 -2.431 2.808
N -3.2167 0.6298 -0.7285 3.584 -1.736 2.534
H 4.3493 -0.8958 0.7431 -0.983 0.833 -1.895
H 3.9814 0.7666 -0.1103 -0.114 -2.435 -0.238
H 4.3278 -0.8070 -1.1909 -0.889 0.943 2.174
H 1.7695 -1.0890 0.7562 0.783 1.149 -1.748
H 2.0335 -1.4963 -1.0840 0.039 1.971 1.834
H 1.4195 2.3098 1.6181 -0.825 -1.942 0.414
H -0.9519 2.1264 -1.0057 -0.145 -1.795 1.088
H -3.7009 -2.2001 1.2469 1.232 2.012 -1.152
H -5.0106 -0.5928 -0.5458 1.928 0.406 0.531
H -3.4972 1.3749 -1.4289 0.266 -1.620 1.311
```
Forces are in eV/Å.

Charge: +1
Total energy in eV: -15032.62903
SMILES: CCOB(O)Nc1nc[nH][nH+]1

---

Record 4
ORCA calculation (ωB97M-V/def2-TZVPD) on 2 unconnected molecules or ions with the total composition C4H10BNO at a distorted geometry.

XYZ file:
```
17
Properties=species:S:1:pos:R:3:forces:R:3
B 0.1655 -0.5381 -0.3208 0.860 0.614 -0.813
C -2.3418 -0.2374 0.4312 0.923 -1.246 0.964
C -2.0380 0.8960 -0.3689 -0.228 2.323 1.287
C -1.2426 -0.3604 -0.6511 -2.130 1.156 -0.078
C 2.5284 -0.5777 -0.0074 -0.002 0.023 1.980
N 1.3073 -1.2116 -0.4515 -0.141 -3.211 0.321
O 1.5157 2.1138 -0.0272 -1.533 -1.084 -3.582
H -1.8922 -0.3869 1.3808 0.173 0.288 0.907
H -3.3415 -0.5588 0.3938 -0.827 -1.242 -0.498
H -2.9155 1.0810 -0.9369 -0.061 0.185 -1.424
H -1.7115 1.8088 0.0942 1.033 0.042 -0.120
H -1.5194 -0.5604 -1.6510 0.026 -1.178 -0.966
H 2.7471 -0.8769 1.0540 0.190 -0.045 -1.127
H 3.3283 -0.7025 -0.6895 0.802 -0.362 -0.522
H 2.2055 0.4563 0.0281 0.702 1.017 -0.118
H 1.3278 -2.2949 -0.5437 -0.317 2.635 0.096
H 1.6615 2.0605 0.8652 0.530 0.084 3.694
```
Forces are in eV/Å.

Energy relative to the best compared isomer or geometry (same formula, charge and spin) in kJ/mol: 557.6